[1]
{
  "formula": "C28H27IrN5O2S2",
  "method": "ωB97M-V with the def2-TZVPD basis set",
  "e_above_lowest_kj_mol": 0.0,
  "charge": 1,
  "orbital_gap_ev": 6.76,
  "symbols": ["Ir", "C", "S", "C", "S", "N", "N", "C", "C", "C", "C", "C", "C", "N", "H", "H", "H", "H", "H", "H", "H", "H", "C", "C", "C", "C", "C", "C", "C", "C", "C", "C", "C", "C", "C", "C", "C", "N", "H", "H", "H", "H", "H", "H", "H", "H", "H", "H", "O", "C", "O", "C", "N", "C", "C", "C", "H", "H", "H", "H", "H", "H", "H", "H", "H"],
  "coordinates": [[-0.530, -1.418, 0.916], [-4.710, 1.475, -0.323], [-5.016, -0.116, 0.462], [-3.426, -0.757, 0.696], [-2.019, 0.117, 0.119], [-3.424, -1.912, 1.314], [-2.162, -2.410, 1.471], [-1.998, -3.568, 2.007], [-0.616, -4.020, 2.168], [-0.275, -5.222, 2.759], [1.067, -5.558, 2.876], [2.026, -4.682, 2.399], [1.615, -3.493, 1.816], [0.331, -3.171, 1.699], [-5.698, 1.912, -0.461], [-4.235, 1.351, -1.294], [-4.114, 2.123, 0.314], [-2.850, -4.152, 2.330], [-1.053, -5.880, 3.122], [1.356, -6.492, 3.337], [3.080, -4.904, 2.474], [2.325, -2.772, 1.431], [-0.618, 0.111, 4.913], [0.543, 0.873, 4.941], [1.341, 0.952, 3.815], [0.989, 0.259, 2.659], [-0.178, -0.519, 2.640], [-0.985, -0.584, 3.767], [1.739, 0.308, 1.404], [2.915, 1.065, 1.200], [3.508, 1.062, -0.021], [2.953, 0.301, -1.079], [3.512, 0.267, -2.375], [2.936, -0.484, -3.362], [1.775, -1.234, -3.088], [1.210, -1.216, -1.841], [1.790, -0.445, -0.814], [1.219, -0.424, 0.429], [-1.251, 0.062, 5.789], [0.816, 1.414, 5.837], [2.234, 1.563, 3.837], [-1.906, -1.151, 3.759], [3.319, 1.651, 2.011], [4.405, 1.643, -0.201], [4.408, 0.844, -2.571], [3.370, -0.511, -4.352], [1.323, -1.827, -3.872], [0.306, -1.782, -1.644], [-0.385, 4.251, -0.785], [0.046, 3.065, -1.190], [0.330, 2.176, -0.425], [0.147, 2.915, -2.706], [-0.305, 4.146, -3.377], [-1.511, 3.810, -4.158], [-1.356, 2.332, -4.504], [-0.753, 1.766, -3.219], [1.197, 2.713, -2.927], [0.416, 4.511, -3.982], [-0.504, 4.770, -1.616], [-1.597, 4.467, -5.021], [-2.395, 3.961, -3.534], [-0.660, 2.217, -5.338], [-2.296, 1.855, -4.779], [-0.188, 0.849, -3.365], [-1.536, 1.551, -2.488]],
  "forces_ev_per_angstrom": [[0.15, -0.04, -0.05], [0.00, 0.00, -0.01], [-0.01, 0.01, 0.02], [0.04, -0.04, -0.02], [-0.09, 0.01, 0.02], [0.02, 0.04, -0.01], [-0.09, -0.02, 0.03], [-0.02, 0.04, -0.02], [0.00, -0.01, 0.01], [-0.01, 0.00, 0.00], [0.00, 0.00, 0.00], [0.00, 0.00, -0.01], [0.00, -0.01, 0.00], [0.03, 0.05, -0.01], [0.00, 0.00, 0.00], [0.00, 0.00, 0.00], [0.01, -0.01, 0.00], [0.00, -0.01, 0.00], [0.00, 0.00, 0.00], [0.00, 0.00, 0.00], [0.00, 0.00, 0.00], [0.00, 0.00, 0.00], [0.01, 0.01, 0.01], [-0.01, 0.00, 0.00], [0.01, -0.01, -0.01], [0.00, 0.00, -0.02], [-0.04, -0.01, 0.03], [0.01, 0.00, -0.02], [0.02, 0.00, 0.02], [-0.01, 0.01, 0.01], [0.00, -0.01, -0.01], [-0.01, -0.01, 0.01], [0.00, 0.01, 0.00], [0.00, 0.00, 0.00], [0.00, -0.01, 0.01], [0.00, 0.00, 0.00], [0.02, 0.00, 0.00], [-0.04, -0.02, 0.00], [0.00, 0.00, 0.00], [0.00, 0.00, 0.00], [0.00, 0.00, 0.00], [0.00, 0.00, 0.00], [0.00, 0.00, 0.00], [0.00, 0.00, 0.00], [0.00, 0.00, 0.00], [0.00, 0.00, 0.00], [0.00, 0.00, 0.00], [0.00, 0.00, 0.00], [0.01, 0.01, 0.00], [0.01, 0.02, 0.02], [-0.01, -0.01, -0.03], [-0.01, 0.00, 0.01], [0.01, 0.00, 0.00], [-0.01, 0.00, 0.01], [0.00, 0.01, 0.00], [0.02, -0.01, 0.00], [0.00, 0.00, 0.00], [0.00, 0.00, 0.00], [-0.03, -0.01, 0.01], [0.00, 0.00, 0.00], [0.00, 0.00, 0.00], [0.00, 0.00, 0.00], [0.00, 0.00, 0.00], [-0.01, 0.01, 0.00], [-0.01, 0.00, 0.00]],
  "lowdin_charge": [1.092, -0.421, 0.914, -1.029, 0.661, -0.066, -0.225, -0.030, -0.232, 0.012, -0.024, -0.021, -0.076, -0.041, 0.041, 0.024, 0.036, 0.144, 0.127, 0.123, 0.119, 0.121, -0.062, -0.067, -0.013, -0.174, -0.240, -0.079, -0.215, 0.023, 0.023, -0.153, -0.019, -0.063, -0.067, -0.034, -0.214, -0.040, 0.112, 0.110, 0.110, 0.097, 0.115, 0.129, 0.121, 0.111, 0.115, 0.092, 0.133, -0.489, 0.071, -0.221, -0.033, -0.183, -0.161, -0.118, 0.155, 0.123, 0.105, 0.120, 0.118, 0.115, 0.113, 0.099, 0.087]
}

***

[2]
{
  "formula": "C28H27N4O5V",
  "method": "ωB97M-V with the def2-TZVPD basis set",
  "e_above_lowest_kj_mol": 21.8,
  "multiplicity": 4,
  "charge": -1,
  "s_squared": 3.781,
  "orbital_gap_ev": [5.07, 6.18],
  "symbols": ["V", "O", "C", "C", "C", "N", "C", "C", "C", "O", "O", "C", "O", "O", "H", "H", "H", "C", "C", "C", "C", "C", "C", "N", "C", "C", "C", "C", "C", "N", "C", "C", "C", "C", "C", "C", "N", "H", "H", "H", "H", "H", "H", "H", "H", "H", "H", "H", "H", "H", "H", "H", "C", "C", "C", "C", "H", "H", "H", "H", "H", "H", "H", "H", "H"],
  "coordinates": [[0.690, -0.248, -0.495], [2.358, 5.475, -2.356], [1.942, 4.229, -1.945], [2.246, 3.136, -2.745], [1.826, 1.909, -2.222], [1.135, 1.807, -1.098], [0.917, 2.860, -0.296], [1.277, 4.097, -0.703], [0.367, 2.345, 1.067], [0.170, 3.116, 2.023], [0.100, 1.114, 0.957], [2.257, 0.545, -2.828], [2.986, 0.515, -3.799], [1.553, -0.410, -2.291], [2.569, 5.425, -3.282], [2.840, 3.208, -3.676], [1.164, 4.967, -0.108], [3.996, 1.286, 0.078], [3.885, -0.135, 0.579], [5.011, -0.709, 1.211], [4.918, -2.040, 1.811], [3.741, -2.598, 1.832], [2.586, -2.004, 1.271], [2.694, -0.787, 0.516], [1.271, -2.576, 1.412], [1.030, -3.781, 2.046], [-0.298, -4.181, 2.087], [-1.294, -3.599, 1.238], [-0.978, -2.466, 0.588], [0.281, -1.958, 0.665], [-1.980, -1.630, -0.095], [-3.094, -2.456, -0.772], [-3.834, -1.885, -1.750], [-3.367, -0.633, -2.304], [-2.112, -0.145, -1.966], [-1.620, 1.062, -2.631], [-1.219, -0.677, -1.061], [4.877, 1.758, 0.426], [3.274, 1.983, 0.557], [4.029, 1.499, -1.026], [5.817, -0.034, 1.284], [5.802, -2.431, 2.273], [3.688, -3.585, 2.298], [1.687, -4.383, 2.643], [-0.612, -5.052, 2.677], [-2.260, -4.081, 1.267], [-3.221, -3.526, -0.537], [-4.779, -2.169, -2.185], [-3.937, -0.131, -3.066], [-2.146, 1.314, -3.515], [-0.536, 0.921, -2.900], [-1.629, 1.879, -1.951], [-3.028, 1.334, 2.405], [-3.390, 0.474, 1.150], [-4.852, -0.062, 1.075], [-2.527, -0.809, 1.177], [-3.895, 2.003, 2.765], [-2.145, 1.985, 2.196], [-2.791, 0.629, 3.214], [-3.051, 1.012, 0.252], [-5.093, -0.864, 1.795], [-5.090, -0.464, 0.050], [-5.626, 0.764, 1.281], [-1.651, -0.514, 1.716], [-2.924, -1.630, 1.721]],
  "forces_ev_per_angstrom": [[0.21, 0.17, 1.22], [-0.68, -0.19, 1.12], [0.16, 0.42, -0.44], [-0.18, -0.52, 0.49], [0.79, 0.05, -0.52], [0.60, -0.52, -0.47], [-0.17, -1.55, 0.31], [1.02, 0.91, -1.17], [-0.71, 1.72, 0.16], [0.50, -1.05, -1.40], [0.06, -1.09, 0.66], [-2.16, 0.38, -0.26], [0.28, -0.15, 0.43], [0.87, 0.15, 0.06], [0.25, -0.04, -0.56], [-0.46, -0.18, 0.72], [-0.24, 0.53, 0.58], [-0.84, 0.99, -0.61], [0.54, -1.13, 0.79], [-2.14, -0.58, -0.33], [2.72, 4.23, -1.15], [-2.56, -2.33, 0.48], [-0.41, 1.54, -1.09], [-0.29, -1.01, 1.08], [1.53, 1.11, -2.01], [-2.69, -0.85, 1.22], [0.07, -0.66, -0.86], [0.50, -1.56, 1.96], [1.06, 0.20, -0.26], [0.23, 0.58, -0.35], [-0.05, 1.83, -1.16], [-0.09, -0.39, -0.35], [1.04, 1.45, 0.09], [0.80, -0.03, 1.03], [0.08, -0.95, 0.36], [2.21, -0.18, -0.66], [-2.87, -1.05, 0.32], [1.49, -0.07, 0.43], [-0.23, -0.82, -0.52], [-0.38, -0.73, 0.98], [1.25, 0.10, 0.21], [0.19, -0.45, 0.13], [-0.41, 0.27, -0.11], [0.72, 0.33, 0.04], [0.37, 0.30, -0.24], [-0.13, 0.42, -0.27], [-0.03, 0.78, 0.25], [0.03, -1.13, 0.08], [-0.09, 0.19, -0.08], [-0.66, 0.25, -0.82], [-1.00, 0.06, 0.09], [-0.11, 0.94, 0.65], [-1.04, 0.48, -0.13], [-0.26, -1.34, -0.12], [-1.43, 1.72, -0.65], [1.11, 0.27, -0.99], [1.18, -0.97, -0.67], [-0.63, -0.63, 0.30], [0.03, 0.39, 0.06], [-0.69, 0.01, 0.11], [0.49, 0.32, -0.14], [0.40, 0.39, 1.03], [1.03, -0.97, -0.33], [0.90, 0.03, 0.24], [-1.09, -0.38, 1.01]],
  "lowdin_charge": [1.057, 0.058, -0.254, 0.066, -0.193, 0.058, -0.151, 0.077, -0.560, 0.026, -0.094, -0.571, 0.065, -0.124, 0.091, 0.141, 0.123, -0.025, -0.300, -0.028, -0.095, -0.087, -0.157, 0.076, -0.211, -0.040, -0.054, -0.044, -0.270, 0.059, -0.324, -0.040, -0.138, -0.094, -0.380, -0.045, 0.005, 0.052, 0.091, 0.096, 0.069, 0.093, 0.106, 0.094, 0.099, 0.101, 0.088, 0.089, 0.078, 0.065, 0.082, 0.070, -0.065, -0.369, -0.088, -0.110, 0.087, 0.060, 0.072, 0.121, 0.069, 0.064, 0.078, 0.085, 0.098]
}